Density functional theory data (ωB97M-V/def2-TZVPD) for 11 unconnected molecules or ions with the total composition C60H135N3O32P8.

Its structure (SMILES) is CCOP(=O)(OCC)OCC.CCOP(=O)(OCC)OCC.CCOP(=O)(OCC)OCC.CCOP(=O)(OCC)OCC.CCOP(=O)(OCC)OCC.CCOP(=O)(OCC)OCC.CCOP(=O)(OCC)OCC.CCOP(=O)(OCC)OCC.c1cc[nH]c1.c1cc[nH]c1.c1cc[nH]c1. The largest force on an atom comes out at 4.88 eV/Å. For the HOMO energy, the calculation gives -0.292 hartree. The LUMO energy comes out at 0.2 eV. As for the orbital gap: 8.167 eV.

Geometry (Å):
P: -0.6918 -0.5420 -1.0813
P: -4.8588 -11.4677 3.5348
P: -1.8301 6.0707 14.3675
P: 4.2840 1.5144 -9.0913
P: 2.5869 -12.4760 -2.1371
P: 5.5039 11.7099 -4.2485
P: 4.4535 6.9532 3.8666
P: -8.7244 2.2926 0.1876
O: -0.9544 7.2434 14.5227
O: -3.6428 -12.4658 3.9254
O: 5.1663 5.6720 3.6724
O: 7.0529 12.1138 -4.4875
O: -10.2916 2.5149 0.3843
O: 5.2895 8.2861 3.4686
O: -0.0243 0.6450 -1.9597
O: -8.3185 2.1392 -1.2147
O: -4.2860 -10.4083 2.4432
O: -5.9089 -12.3550 2.7005
O: 3.0761 6.9810 2.9793
O: 3.9088 -12.1406 -2.6904
O: -8.2798 0.9659 1.0740
O: 4.9400 0.9388 -7.7424
O: 2.1040 -14.0281 -2.4468
O: -2.0370 5.5135 12.8217
O: 3.9329 7.2268 5.3991
O: 4.6649 12.6742 -3.4912
O: -3.3477 6.3017 14.8485
O: 2.7233 1.0122 -8.9998
O: 5.6770 10.2847 -3.4935
O: 4.9963 1.2310 -10.3449
O: 2.2937 -12.1427 -0.4881
O: -8.0226 3.5431 0.9759
O: 4.9839 11.3519 -5.7811
O: 4.1381 3.1703 -8.8202
O: -1.7953 -1.1758 -1.9269
O: 0.5619 -1.4378 -0.6760
O: 1.4140 -11.6284 -2.9178
O: -1.3388 4.7559 15.1844
O: -1.0380 0.1653 0.3392
O: -5.3765 -10.8277 4.7318
N: -5.9630 6.3321 -5.2054
N: -5.4177 -4.9753 -5.9251
N: 9.9607 -9.1535 -3.3414
C: 2.5183 -0.3693 -9.1442
C: -4.5890 -5.8205 -6.6287
C: -8.2194 -1.3776 1.4682
C: 2.4747 8.2241 2.6127
C: 3.5684 6.0670 6.1718
C: 3.2920 -12.2170 0.4735
C: 11.2893 -7.5722 -2.5973
C: -8.5469 -0.2962 0.4837
C: -7.7634 4.0160 3.3926
C: 1.6606 -10.5715 -4.9769
C: -6.1777 -13.7103 3.0188
C: 4.2125 0.8849 -6.5398
C: 3.9560 4.0284 -9.9412
C: -0.2813 3.9319 14.8773
C: -3.5995 -10.8277 1.2931
C: 11.9459 -8.2725 -3.6617
C: 1.8674 -14.9679 -1.4580
C: 1.0528 -0.5975 -8.8906
C: -4.0290 -10.0187 0.0736
C: -8.5964 4.1618 2.1457
C: -6.6573 -5.0450 -6.5102
C: 11.0836 -9.1941 -4.0641
C: 6.3238 9.1647 -4.1338
C: 3.8683 6.4068 7.6731
C: 9.9845 -8.0602 -2.5232
C: -4.9649 8.0290 -6.3030
C: 0.6042 -2.8235 -0.9946
C: -1.7641 -13.4459 5.1655
C: 7.4940 8.7475 2.5156
C: 5.2479 4.7961 -10.2446
C: -0.0236 0.7886 1.0771
C: -12.2542 3.7953 0.7308
C: -0.8946 1.5832 -2.6046
C: 0.4032 -0.1116 2.2816
C: 8.2769 13.7184 -5.8463
C: -4.1605 7.3107 14.4248
C: -5.2843 7.0803 -4.2793
C: -5.3141 -6.5377 -7.4967
C: 2.0009 -3.1750 -1.6000
C: 5.8872 7.9969 -3.3288
C: 0.9265 8.1471 2.4470
C: 7.4366 13.5098 -4.5075
C: 5.2089 0.5400 -5.3819
C: -4.6657 8.1569 -4.9632
C: -2.5624 -12.1506 4.8080
C: 6.7175 8.3011 3.7808
C: -0.0537 2.4300 -3.6300
C: 3.7851 -10.8553 0.9080
C: -11.0079 3.5893 -0.2054
C: -3.0283 4.5746 12.5006
C: 3.1476 11.4505 -7.3716
C: 3.6362 10.9549 -6.0120
C: -6.3949 -14.5014 1.6824
C: -2.5551 3.8204 11.2255
C: -6.6451 -6.0779 -7.4310
C: 0.4395 -14.8354 -1.0785
C: -5.7303 6.8683 -6.4386
C: -0.1396 2.9036 15.9284
C: -5.2440 7.3807 15.4307
C: 1.1708 -11.8132 -4.3003
H: 3.3603 5.6678 8.2928
H: 1.6753 -12.7066 -4.6684
H: -0.4850 -0.3947 2.8465
H: -9.6251 -0.2888 0.3235
H: -5.0901 -4.2189 -5.3415
H: 0.7867 -0.4324 -7.8466
H: 4.2004 -10.8361 1.9156
H: 3.2427 4.7490 -9.5412
H: -8.5489 -1.1171 2.4740
H: -4.6610 8.7184 -7.0768
H: 7.4093 9.2611 -4.1102
H: -3.2694 3.0850 10.8555
H: 5.8968 8.9946 -5.1222
H: 0.8206 2.8988 -3.1784
H: 3.0541 -10.0526 1.0046
H: -6.1510 6.4164 -7.3248
H: 6.0702 1.1984 -5.4953
H: -7.1040 -13.9174 1.0957
H: 0.4875 -3.3894 -0.0703
H: -8.0199 3.1464 3.9976
H: -1.5522 -14.0822 4.3063
H: 5.6419 5.3737 -9.4084
H: 13.0018 -8.1992 -3.8765
H: -3.5322 -10.2767 -0.8616
H: 0.5772 -1.5449 -9.1442
H: 0.6539 2.1852 15.7227
H: 0.8062 1.1943 0.4983
H: 3.4347 9.8847 -5.9648
H: 2.4657 -14.8464 -0.5550
H: -5.0874 -10.1341 -0.1601
H: -0.3889 1.7354 1.4749
H: 4.9471 6.4812 7.8096
H: 0.5624 4.5548 14.5802
H: 0.5600 9.1712 2.5173
H: 2.1915 -4.2436 -1.5007
H: -2.8944 -11.5870 5.6799
H: -5.3981 -14.2119 3.5921
H: 9.1042 -7.7691 -1.9693
H: -12.9175 2.9347 0.8171
H: -3.5529 -5.8595 -6.3265
H: 6.8490 9.4519 1.9903
H: 4.5456 -10.5565 0.1866
H: 2.9500 11.3748 -5.2765
H: 3.4863 3.3901 -10.6896
H: -12.0803 4.1925 1.7308
H: -11.4294 3.2876 -1.1642
H: 11.2581 -9.9156 -4.8485
H: 0.6861 7.6881 1.4880
H: -1.8686 -11.5287 4.2423
H: -1.4118 2.2485 -1.9133
H: 2.6544 -0.5518 -10.2102
H: 7.9137 13.2567 -6.7645
H: 3.1688 -0.9732 -8.5116
H: 6.4151 7.9867 -2.3752
H: -7.6919 4.9373 3.9707
H: -8.7692 5.1994 1.8600
H: 2.5038 5.9304 5.9817
H: 11.7758 -6.8237 -1.9895
H: 4.8011 0.6331 -4.3753
H: 5.5100 -0.5053 -5.4517
H: 2.0732 -2.9842 -2.6707
H: 0.3671 1.8733 -4.4673
H: 2.7178 -10.6197 -5.2380
H: 8.1226 13.6694 -3.6756
H: -8.1107 -0.4046 -0.5093
H: -3.9325 -8.9549 0.2906
H: 7.1007 7.3116 4.0300
H: 3.5602 7.4218 7.9238
H: -4.9500 7.4981 16.4737
H: 4.8357 7.9820 -3.0417
H: -1.5923 3.3160 11.3072
H: -7.0770 -13.7278 3.6345
H: 6.0405 7.1131 -3.9481
H: -2.2762 -13.9833 5.9637
H: -0.1808 -3.1467 -1.6782
H: -2.5239 -10.7224 1.4348
H: 7.7034 7.8759 1.8955
H: -7.3873 -4.3370 -6.1466
H: -3.9447 5.0936 12.2197
H: 3.4508 0.1077 -6.6026
H: -3.7859 -11.8835 1.0965
H: 0.0737 -15.7038 -0.5306
H: 0.4475 -13.9688 -0.4175
H: 2.7479 -2.8293 -0.8855
H: 0.4289 0.1383 -9.3980
H: -5.8067 6.4520 15.3356
H: -0.7936 -13.1332 5.5509
H: 6.9462 8.9067 4.6577
H: 4.0946 -12.8916 0.1753
H: -4.6814 7.1479 13.4812
H: -6.7768 3.7767 2.9958
H: -7.1453 -1.5141 1.5937
H: 9.1502 -9.7330 -3.5066
H: 4.0657 5.1464 5.8661
H: -1.5991 0.9874 -3.1849
H: 1.5047 -9.7400 -4.2896
H: 2.0933 11.2153 -7.5171
H: -10.4243 4.4836 -0.4239
H: 0.8613 -1.0139 1.8766
H: 1.0805 -10.2751 -5.8509
H: 0.1569 -12.0448 -4.6265
H: -5.3752 6.9245 -3.2145
H: -2.4439 4.5474 10.4209
H: 3.7202 11.0987 -8.2298
H: -0.7236 3.3884 14.0424
H: 2.5931 8.8939 3.4644
H: 2.8810 -12.6906 1.3651
H: 6.5989 14.2054 -4.4573
H: 2.0148 -16.0013 -1.7717
H: -4.9536 -7.3591 -8.0983
H: 5.1071 5.5125 -11.0540
H: -0.1319 -14.6305 -1.9838
H: 8.5317 14.7716 -5.9639
H: -5.3598 -14.4153 1.3518
H: 0.1080 3.2417 16.9346
H: 6.0553 4.1620 -10.6109
H: -9.5862 3.7347 2.3072
H: 9.2011 13.1594 -5.7000
H: 2.9303 8.7140 1.7521
H: -6.0340 8.1263 15.3415
H: 1.1301 0.4463 2.8719
H: -0.6519 3.1934 -4.1275
H: -12.8313 4.5576 0.2074
H: 0.4556 7.6870 3.3157
H: 8.4506 9.2450 2.6756
H: -3.5595 8.2175 14.3571
H: -7.4145 -6.5637 -8.0128
H: 3.2466 12.5359 -7.3881
H: -3.9818 8.9093 -4.5992
H: -3.1896 3.9003 13.3417
H: -1.0690 2.3382 15.9962
H: 3.6974 1.8094 -6.2787
H: -6.5806 5.5524 -5.0294
H: -6.6644 -15.5417 1.8648
H: -8.6424 -2.3317 1.1536

Löwdin population analysis, charges in e, atoms 1 to 8: number 1, P, carries 0.51; number 2, P, carries 0.44; number 3, P, carries 0.51; number 4, P, carries 0.52; number 5, P, carries 0.60; number 6, P, carries 0.50; number 7, P, carries 0.49; number 8, P, carries 0.47

Density functional theory data (ωB97M-V/def2-TZVPD) for a molecular structure, C44H46ClN2O4Tl.

The largest force on an atom comes out at 1.19 eV/Å. For the HOMO energy, the calculation gives -0.310 hartree. The calculation puts the relative energy (zero: lowest compared OMol25 entry of this formula, charge and spin) at 0.0 kcal per mole. The LUMO energy comes out at -0.2 eV. As for the orbital gap: 8.218 eV.

Geometry (Å):
Tl: -0.2775 1.6683 -0.3050
Cl: 1.3062 2.6498 -7.0109
O: 0.8550 -2.5174 0.9181
O: -1.3197 -0.1462 -0.7781
O: 0.0248 1.3554 1.7912
O: 0.6235 -1.4911 2.9355
N: 2.1590 1.5837 -1.0766
N: 4.6140 1.6669 -1.7470
C: -3.9827 2.1660 1.1400
C: 2.6609 2.9699 -0.9758
C: -2.3053 0.6745 2.0621
C: 0.1975 -3.4408 -1.6782
C: -0.4485 -1.0413 2.1104
C: 4.1525 3.0112 -1.4041
C: 2.3145 1.1059 -2.4675
C: -0.6316 0.7052 3.9440
C: 0.6731 0.8486 4.4235
C: -0.4220 1.9765 -5.0389
C: 1.1538 -3.8506 2.8655
C: 4.4504 0.7935 -0.5845
C: 2.9539 0.7155 -0.1802
C: 3.8144 1.1498 -2.8591
C: 0.8145 -3.9887 -2.7922
C: -3.3618 -1.9268 -0.7628
C: -0.2292 -2.1118 -1.6819
C: -3.2872 -4.1646 0.8649
C: 0.3328 4.0926 -3.4169
C: -3.3095 -0.2687 2.2659
C: -0.9140 -1.4394 -0.4615
C: -4.9527 1.1829 1.2652
C: 2.8276 -2.0852 2.2459
C: 0.9118 1.1679 5.7487
C: -2.6782 1.9117 1.5434
C: -1.6859 0.9237 4.8230
C: -2.1349 -3.4160 0.6548
C: -0.6184 3.1887 -2.9477
C: 0.5438 2.8755 -5.4675
C: -1.4453 1.2472 6.1563
C: 0.0892 -1.3389 0.7101
C: -4.6133 -0.0258 1.8566
C: -0.8302 0.4386 2.4296
C: 0.5373 -1.9256 -3.9739
C: -2.1620 -2.2816 -0.1518
C: -0.0656 -1.3733 -2.8471
C: 1.3605 -2.4810 2.2490
C: 0.9897 -3.2340 -3.9467
C: 0.9127 3.9451 -4.6698
C: -4.5087 -2.6813 -0.5656
C: -1.1854 3.2959 -1.5807
C: -4.4790 -3.8008 0.2563
C: -0.9971 2.1402 -3.7906
C: -0.1501 1.3659 6.6254
H: 0.0349 1.6262 7.6604
H: 1.4958 0.7171 3.7367
H: 4.2942 3.6523 -2.2754
H: -3.0982 -1.2098 2.7582
H: -0.4304 -0.3564 -2.8653
H: 3.2407 -2.1696 3.2516
H: -4.2439 3.1403 0.7427
H: 4.1834 0.1553 -3.1127
H: 1.1630 -5.0141 -2.7595
H: -2.2829 1.4190 6.8218
H: 2.9244 -1.0520 1.9113
H: 1.6509 4.6527 -5.0240
H: 4.8376 -0.1927 -0.8424
H: -5.4303 -2.3915 -1.0562
H: 0.7682 -0.5280 0.4304
H: 0.6249 4.9302 -2.7922
H: -1.2086 -3.7214 1.1247
H: 1.9140 0.0987 -2.5265
H: 3.3816 -2.7368 1.5687
H: 1.5380 -3.8673 3.8850
H: -5.3748 -4.3891 0.4142
H: 1.7159 1.7454 -3.1160
H: -0.7137 1.1506 -5.6750
H: 2.5306 3.3011 0.0566
H: -1.9499 2.7139 1.5216
H: 3.9729 1.7970 -3.7232
H: 0.0911 -4.0952 2.8834
H: 1.6761 -4.5972 2.2648
H: 0.0541 -4.0525 -0.7989
H: -1.3135 -1.6764 2.2948
H: 4.7821 3.3904 -0.5981
H: -5.9673 1.3626 0.9323
H: 1.9325 1.2753 6.0969
H: -5.3646 -0.7928 1.9983
H: -1.7398 1.4271 -3.4451
H: -3.3805 -1.0424 -1.3848
H: 2.0459 3.5934 -1.6203
H: -3.2483 -5.0373 1.5064
H: -1.0018 4.2337 -1.0682
H: 1.4631 -3.6692 -4.8182
H: 2.7895 1.0513 0.8457
H: 2.5755 -0.3020 -0.2758
H: 5.0578 1.1926 0.2289
H: -2.7079 0.8509 4.4784
H: -2.2143 2.9567 -1.4880
H: 0.6540 -1.3260 -4.8706

Löwdin population analysis, charges in e, atoms 1 to 8: number 1, Tl, carries 1.16; number 2, Cl, carries 0.67; number 3, O, carries -0.02; number 4, O, carries -0.26; number 5, O, carries -0.25; number 6, O, carries 0.00; number 7, N, carries -0.20; number 8, N, carries -0.16